12
Properties=species:S:1:pos:R:3:lowdin_charge:R:1 method="wB97M-V/def2-TZVPD" e_above_lowest_kcal_mol=28.0 lumo_ev=0.6 e_homo_ev=-9.79 mol_weight_da=77.1 gap_ha=0.38192 total_charge=0 spin_multiplicity=1
O -2.80295 1.85498 -1.31601 0.005
O 1.24317 -1.17159 -0.09476 -0.131
N -1.58846 0.01344 -0.78962 0.126
C 1.90879 -0.38259 0.86978 -0.163
C -2.01528 1.28257 -0.60362 -0.446
H -1.00966 -0.42216 -0.09128 0.069
H 2.28352 0.52443 0.38852 0.080
H 1.21552 -0.07576 1.66121 0.074
H 1.63206 -2.04740 -0.13311 0.079
H -2.09637 -0.48332 -1.50334 0.107
H 2.72617 -0.88630 1.38098 0.077
H -1.49652 1.79370 0.23127 0.124